# 1
81
Properties=species:S:1:pos:R:3:forces:R:3:mulliken_charge:R:1 method="wB97M-V/def2-TZVPD" charge=+2 relative_energy_kcal_mol=61.33
Zr 0.44363 -3.03395 -2.12867 -0.27 3.05 0.76 0.765
C 0.79709 -1.43724 2.59902 0.91 -0.56 -1.05 -0.435
C 1.47176 -2.26118 1.77544 -0.66 0.39 -0.31 -1.235
C 0.89047 -3.54461 1.17186 0.80 -0.13 -0.51 2.594
C -0.49223 -3.41130 0.46603 -0.72 -0.33 0.92 0.454
C -1.64118 -4.07794 1.32952 0.60 0.05 -1.10 -0.856
C -1.71746 -3.97290 2.65552 0.63 -0.25 -0.58 -0.612
C -0.90766 -3.05346 3.50692 -0.36 0.67 0.12 -0.800
C -0.63485 -1.68433 2.82241 -0.71 -0.12 0.84 -1.120
C -0.85020 -1.40655 -2.80481 -0.18 0.01 -0.01 -1.010
H 1.25232 -0.57291 3.07008 0.21 0.01 -0.34 0.556
H 2.39967 -1.95735 1.32525 0.68 -0.09 0.57 0.779
H 0.88039 -4.37951 1.91313 -0.31 0.61 -0.51 0.727
H 1.63454 -3.93127 0.42677 -0.44 0.50 0.52 -1.990
H -0.75784 -2.34890 0.27941 0.27 -0.37 -0.40 0.837
H -0.51242 -4.00987 -0.53635 -0.30 0.01 0.98 -0.797
H -2.30708 -4.70775 0.75228 -0.05 -0.17 0.21 0.491
H -2.36597 -4.63999 3.19862 -0.51 -0.04 -0.16 0.490
H 0.04540 -3.50784 3.83114 -0.50 0.07 0.06 0.388
H -1.52810 -2.83988 4.38476 0.41 -0.26 0.07 0.477
H -1.12930 -1.64330 1.85203 -0.25 0.12 0.32 0.251
H -1.09030 -0.88398 3.40620 0.09 -0.08 0.06 0.527
H -1.70315 -1.21920 -2.12196 0.17 -0.51 -0.09 0.396
H -1.23520 -1.86549 -3.73614 -0.20 -0.13 -0.05 0.517
H -0.49434 -0.38119 -3.05733 -0.08 -1.21 0.01 0.231
P -0.22809 -6.08054 -2.23570 -1.89 -7.07 -1.22 -0.183
P 3.36403 -5.23304 -0.80554 3.57 -3.96 0.66 0.153
N -1.42124 -7.14907 -1.37127 -0.48 1.89 -0.58 0.906
N -0.37482 -7.28808 -3.76851 0.28 2.24 0.20 0.500
N 3.64633 -6.41945 0.55328 -0.35 0.55 -0.14 0.734
N 4.96318 -5.74262 -1.52043 -0.48 0.69 -1.16 0.348
C 1.15220 -6.98694 -1.50793 1.16 0.30 0.45 -0.324
C 2.51595 -6.42686 -1.93979 -0.53 -0.40 -0.40 -2.229
C -2.79315 -6.99304 -1.61663 -0.21 -0.65 0.95 -0.710
C -3.49847 -7.93456 -0.87937 0.93 0.73 -0.32 -0.668
C -2.53543 -8.69461 -0.13445 1.12 1.16 -1.26 -0.727
C -1.27009 -8.23988 -0.51017 -0.97 -0.02 0.72 -0.475
C -0.85865 -6.83862 -4.99124 -0.12 -1.00 -0.97 -0.395
C -1.03878 -7.92841 -5.86357 0.20 1.16 1.31 -0.698
C -0.67279 -9.09441 -5.13425 0.32 1.09 1.13 -0.581
C -0.25615 -8.67547 -3.86624 -0.07 -0.38 -0.10 -0.392
C 3.77464 -6.17462 1.93344 -0.76 -0.39 0.27 -0.928
C 3.45761 -7.33079 2.63173 -0.17 0.55 -0.46 -0.577
C 3.15498 -8.34595 1.66203 0.59 0.88 -0.85 -0.791
C 3.40319 -7.79481 0.41731 -1.00 -0.05 1.00 -0.362
C 6.05350 -6.41877 -0.96804 0.45 -0.13 -0.65 -0.361
C 6.89119 -6.85218 -1.99592 -1.24 0.73 0.35 -0.615
C 6.28622 -6.45778 -3.23551 -0.83 0.61 0.70 -0.612
C 5.11386 -5.78492 -2.92032 0.92 -0.34 0.43 -0.323
H 1.09816 -8.02655 -1.88758 -0.24 0.71 0.27 0.039
H 1.05971 -7.04854 -0.40730 0.02 0.21 -0.45 0.723
H 3.18641 -7.28923 -2.11562 -0.19 0.81 -0.01 0.577
H 2.42690 -5.92793 -2.92516 0.04 -0.17 0.19 0.996
H -3.12156 -6.20756 -2.27545 -0.18 -0.05 -0.12 0.409
H -4.57015 -8.08239 -0.87941 0.17 0.14 0.01 0.465
H -2.73958 -9.45261 0.59381 0.04 -0.37 -0.05 0.514
H -0.30642 -8.63931 -0.25378 -0.02 0.09 0.20 0.568
H -1.03497 -5.78590 -5.14595 -0.07 0.01 -0.11 0.339
H -1.39842 -7.88221 -6.88337 0.04 0.06 0.22 0.440
H -0.72612 -10.12304 -5.47185 0.14 0.23 0.12 0.440
H 0.11987 -9.29326 -3.05417 -0.26 0.23 -0.19 0.382
H 4.13536 -5.21812 2.29925 -0.29 -0.14 -0.12 0.543
H 3.40911 -7.46838 3.71471 0.22 0.24 -0.52 0.442
H 2.77450 -9.34503 1.82601 0.46 0.01 0.11 0.495
H 3.42633 -8.29622 -0.53068 -0.13 0.03 -0.05 0.580
H 6.14062 -6.57277 0.09778 0.00 0.13 -0.15 0.411
H 7.82508 -7.38244 -1.88576 -0.13 0.03 0.13 0.458
H 6.65084 -6.62467 -4.24014 -0.01 -0.04 0.19 0.449
H 4.32980 -5.41089 -3.56246 0.31 0.13 -0.07 0.343
F -1.04579 4.13787 0.00181 1.12 -0.87 -0.64 -0.241
C -0.19337 3.19035 -0.42313 -0.70 0.51 0.43 0.537
C 0.72271 2.62761 0.45898 0.06 -0.06 0.48 0.302
F 0.82521 3.11058 1.71625 0.10 -0.61 -1.40 -0.251
C 1.47142 1.50952 0.05568 1.00 -0.64 1.56 0.387
F 2.40385 1.08708 0.95739 -1.24 -0.13 -1.04 -0.309
C 1.26964 0.85438 -1.17488 -0.16 -1.08 -0.23 0.045
S 1.65417 -1.10761 -1.46635 0.38 1.63 0.76 -0.010
C 0.53964 1.60663 -2.09660 -0.78 0.05 -1.34 -0.066
F 0.48341 1.27176 -3.41902 0.07 -0.07 1.18 -0.374
C -0.22554 2.72473 -1.73523 -0.24 0.25 -0.43 0.287
F -1.02125 3.33203 -2.63771 0.85 -0.69 0.74 -0.242

=====

# 2
18
Properties=species:S:1:pos:R:3:forces:R:3:mulliken_charge:R:1 method="wB97M-V/def2-TZVPD" charge=0
Pd -0.09488 -0.36078 -0.04247 0.20 0.44 -1.01 0.161
O 0.43086 2.52521 2.45679 0.20 -0.16 -0.42 -0.610
Cl 0.77641 2.22293 1.10088 -0.11 0.27 0.01 1.945
O 1.53414 3.27147 0.48611 -0.11 -0.48 0.27 -0.614
O 1.55027 0.94230 1.05521 -0.46 0.23 -0.02 -0.707
O -0.44339 1.96788 0.31639 0.28 0.44 0.30 -0.683
O -1.65355 -1.63858 -6.59992 -0.03 0.05 0.00 -0.449
C -1.37075 -1.37445 -5.47904 0.03 -0.07 0.08 0.554
S 0.23261 -0.76595 -4.98585 -0.05 -0.03 -0.05 -0.048
C -0.06372 -0.66358 -3.28202 -0.82 -0.47 -0.25 0.366
C -1.46036 -1.06957 -2.84452 0.53 0.17 -0.75 0.421
S -1.98176 -1.06921 -1.32187 -0.07 -0.11 0.82 -0.142
S -2.51570 -1.58284 -4.11336 0.00 0.07 -0.12 -0.055
S 1.09143 -0.21316 -2.26891 0.42 0.65 0.16 -0.157
Cl 0.84403 -2.69793 0.54505 0.20 -0.61 0.49 -0.114
C -0.28513 -1.61891 1.38406 -0.08 -0.34 0.14 -0.574
H 0.17934 -1.22337 2.28049 -0.13 -0.01 0.15 0.324
H -1.25130 -2.09507 1.48952 -0.01 -0.05 0.21 0.382

=====

no.,F_max (eV/Å),E (eV)
1,7.419,-85003.73095
2,1.118,-86273.87509